Record 1
{"formula": "C17H18N4O2", "method": "ωB97M-V with the def2-TZVPD basis set", "smiles": "Cc1cccc(NC(=O)CCC(=O)N/N=C/c2cccnc2)c1", "gap_ev": 8.552, "homo_ev": -8.392, "e_tot_ha": -1028.132967, "multiplicity": 1, "elements": ["C", "C", "O", "H", "C", "H", "C", "H", "H", "H", "C", "H", "H", "H", "C", "N", "H", "H", "C", "H", "H", "C", "N", "C", "C", "H", "H", "N", "H", "C", "C", "H", "C", "H", "O", "H", "C", "C", "C", "C", "N"], "coordinates": [[0.9231, 1.6071, 0.7387], [-1.4985, 1.4127, -2.4407], [-0.3793, 0.7249, 3.1639], [1.4113, 4.4259, -0.5304], [-1.1905, 0.1626, -1.8990], [1.0680, -2.0861, 3.9347], [0.1663, -1.4740, 3.9515], [2.4957, -1.2791, -0.0647], [-2.0793, 2.1311, -1.8755], [-0.1238, 3.9375, 0.1890], [-0.4434, -0.7167, -2.6872], [1.9972, 2.2663, -2.3916], [-2.1519, 0.5887, 0.0058], [0.3742, 2.0564, 1.5499], [1.8390, 1.7209, -1.4730], [-1.5386, -1.4940, 1.2697], [-1.0254, -3.2860, 3.9616], [-0.0129, -1.1251, 4.9687], [1.4141, 0.3145, 0.8776], [1.6565, -1.3658, 1.9894], [-2.0321, -0.7593, 1.7851], [-0.9092, -2.4904, 1.9725], [-1.1119, 1.8054, -3.6380], [-1.0416, -2.3105, 3.4765], [0.5952, 3.7059, -0.5923], [-0.1919, -1.6885, -2.2927], [-1.9693, -1.7962, 3.7271], [1.2106, -0.4584, 2.0326], [0.1192, 3.8244, -1.5639], [-0.4001, 0.9653, -4.3714], [2.1240, -0.2699, -0.1669], [0.5319, -0.9579, -4.5843], [2.3337, 0.4371, -1.3349], [-0.1038, 1.3344, -5.3446], [-0.2480, -3.3567, 1.4557], [2.8828, -0.0199, -2.1446], [0.3101, -0.2655, 3.0304], [1.1264, 2.3140, -0.4380], [-1.5858, -0.1693, -0.5504], [-0.0458, -0.3083, -3.9450], [-1.2356, -1.2680, -0.0182]], "forces_ev_per_a": [[-0.0624, 0.0611, 0.1579], [-0.0154, -0.4533, 0.3947], [-0.2448, 0.2198, 0.0038], [-0.0038, 0.0997, -0.0008], [0.2394, 0.1025, -0.8423], [-0.0103, -0.0257, 0.0175], [-0.1309, 0.1565, -0.0397], [0.0255, -0.1420, 0.0063], [-0.0661, 0.0247, 0.1719], [-0.0682, 0.0701, 0.0377], [-0.1959, 0.2191, 0.0432], [0.0048, 0.0564, -0.1242], [0.0282, -0.0532, 0.0247], [-0.0257, 0.0176, 0.0284], [0.0191, 0.0684, -0.0043], [-0.7983, 0.5511, 0.5120], [-0.0690, 0.0427, -0.0951], [0.0876, 0.0298, -0.0805], [0.0412, 0.2354, -0.2439], [-0.1555, 0.1045, 0.1373], [0.2854, -0.2766, -0.1093], [-0.3423, -0.0895, 0.1822], [-0.0831, 0.4899, -0.2612], [0.1405, -0.0698, -0.1329], [0.0513, 0.0095, 0.0086], [0.0556, -0.1139, 0.0319], [-0.0085, 0.0120, 0.0323], [0.3750, -0.2392, -0.1016], [-0.0601, 0.0670, -0.0650], [0.1562, -0.1784, -0.1100], [-0.0295, 0.0029, 0.1230], [0.0499, -0.0458, -0.0648], [0.0654, 0.0577, 0.0433], [0.0682, -0.0631, -0.0991], [0.2791, -0.1745, -0.0126], [0.0407, -0.0555, -0.0727], [0.2782, -0.3516, 0.4535], [0.1243, -0.1456, -0.1122], [-0.3484, -0.0907, 0.8629], [-0.0729, 0.0287, 0.0698], [0.3755, -0.1586, -0.7710]]}

Record 2
{"formula": "H5O2PSSi", "method": "ωB97M-V with the def2-TZVPD basis set", "smiles": "OP(O)([SiH3])=S", "gap_ev": 8.865, "homo_ev": -8.795, "e_tot_ha": -1182.530304, "multiplicity": 1, "elements": ["H", "H", "P", "O", "H", "H", "Si", "S", "H", "O"], "coordinates": [[-0.6807, -1.4021, -1.7248], [-1.6266, -1.9220, 1.4812], [-1.3069, -0.0542, -0.0759], [-1.5056, -1.0455, -1.3814], [1.5327, -0.7707, -0.1558], [1.2439, 1.4783, -1.0020], [1.0461, 0.6368, 0.1431], [-2.9916, 0.8462, 0.2691], [1.3766, 1.3211, 1.3714], [-1.0200, -1.1918, 1.1343]], "forces_ev_per_a": [[0.1858, -0.1519, 0.0092], [0.6743, 1.9143, -1.2233], [-0.6600, -2.0844, 1.7592], [0.3781, 1.0773, 0.3978], [0.1801, 0.8301, 0.4240], [0.3039, 0.5074, -0.5586], [-1.9342, -1.7227, -1.0019], [0.8995, 0.2022, -0.4018], [0.0270, -0.0615, 0.5120], [-0.0546, -0.5109, 0.0833]]}

Record 3
{"formula": "C14H10F5HgN", "method": "ωB97M-V with the def2-TZVPD basis set", "gap_ev": [3.825, 3.925], "homo_ev": [0.920, 0.818], "e_tot_ha": -1246.632192, "multiplicity": 1, "charge": -2, "elements": ["H", "F", "Hg", "F", "C", "C", "C", "C", "H", "H", "H", "H", "H", "N", "C", "C", "F", "C", "F", "H", "C", "C", "H", "C", "C", "F", "C", "C", "H", "C", "H"], "coordinates": [[0.4548, 2.4170, -3.6845], [-1.6421, -1.8919, 3.9164], [0.9420, 1.0496, 0.3208], [-2.1154, 0.2315, 5.6026], [1.7390, -2.5414, -1.6064], [-0.0100, 1.6701, -1.7497], [0.4694, -3.0139, -1.1504], [-1.5172, 0.4460, 4.4135], [2.2642, -1.0532, -3.2048], [3.3056, 0.7101, -0.8122], [1.9120, 1.8577, -2.5930], [2.7135, -2.8292, -1.2145], [-1.6197, -2.5016, -1.8144], [2.3617, 0.8761, -1.2139], [-1.2662, -0.6410, 3.5718], [-1.3492, 1.5865, -1.5753], [-1.4457, 2.7845, 4.8391], [-0.6243, -0.4129, 2.3581], [-0.2317, 3.2058, 2.4173], [-1.7856, 1.6287, -0.5752], [-0.1813, 0.8525, 2.0174], [-0.5444, -2.3770, -1.9293], [-0.3971, -0.8967, -3.6135], [0.0989, -1.5176, -2.8688], [-0.4992, 1.9320, 2.8222], [-0.4852, -1.4539, 1.4786], [-1.1521, 1.7386, 4.0401], [0.8174, 2.0115, -2.7438], [0.2998, -3.7357, -0.3534], [1.5067, -1.6121, -2.6623], [-2.0189, 1.4799, -2.4324]], "forces_ev_per_a": [[-0.3542, 0.6727, 0.1570], [-0.0944, 0.3807, 0.2173], [2.3715, -0.3754, -2.0378], [-0.0832, 0.0773, 0.0666], [-0.7892, 0.1148, -0.4749], [-1.0795, 0.8677, -0.8964], [0.1176, 0.4428, -0.6082], [0.2186, -0.1914, -0.2705], [-0.1502, -0.0406, 0.2139], [-0.4619, -0.5212, 0.4613], [-0.7376, -0.4301, -0.0724], [-0.1738, 0.1036, 0.0098], [0.1275, -0.0089, 0.0196], [1.2977, 0.6705, 1.6609], [0.1955, 0.1070, -0.3930], [-0.2399, 0.0210, 0.2365], [-0.1041, -0.0706, 0.1893], [-0.1931, -0.2776, -0.0785], [0.0197, -0.5341, 0.4246], [-0.1284, 0.2221, -0.3303], [-0.7165, 0.3137, 0.2335], [0.7310, 0.0352, -0.0677], [0.0815, -0.0146, 0.2054], [0.5720, -0.6192, 0.4061], [-0.3459, -0.7478, 0.2963], [-0.0131, 1.0063, 1.2131], [0.1872, -0.0888, -0.5151], [0.4103, 0.1015, -0.4754], [0.0273, 0.1341, -0.0449], [-0.7113, -0.7677, 0.0620], [0.0189, -0.5829, 0.1919]]}

Record 4
{"formula": "C3H5I", "method": "ωB97M-V with the def2-TZVPD basis set", "gap_ev": [7.665, 7.077], "homo_ev": [-7.359, -8.193], "e_tot_ha": -414.697632, "multiplicity": 3, "s_squared": 2.01, "elements": ["H", "C", "I", "C", "H", "H", "C", "H", "H"], "coordinates": [[0.5518, -0.2849, 1.2973], [0.0865, 0.5366, 0.5875], [-1.6889, 0.0582, -0.3662], [1.2437, 0.9081, -0.3774], [1.7357, -0.0733, -0.7709], [0.8903, 1.4571, -1.1836], [-1.9811, -1.8932, 0.3448], [2.1729, 1.2441, 0.1373], [-3.0109, -1.9527, 0.3313]], "forces_ev_per_a": [[-1.9425, 1.6218, -0.8927], [3.5188, -2.1639, 0.0474], [-0.1944, 0.7660, -0.0318], [0.9710, -2.8824, 1.8757], [-1.3849, 1.1270, 0.2506], [-0.0588, 1.3740, -1.4622], [3.0617, -0.5527, 0.5899], [-1.0537, 0.7622, -0.1282], [-2.9172, -0.0521, -0.2488]]}

Record 5
{"formula": "C2H6NO3", "method": "ωB97M-V with the def2-TZVPD basis set", "gap_ev": 8.255, "homo_ev": -3.942, "e_tot_ha": -360.277810, "multiplicity": 1, "charge": -1, "elements": ["O", "N", "H", "H", "C", "H", "O", "C", "O", "H", "H", "H"], "coordinates": [[1.9074, -0.6221, -1.3830], [-0.1915, -0.5328, 0.0334], [1.3180, 0.7432, 0.7327], [-1.6757, 1.1524, -0.5441], [0.4618, 0.1336, 1.0458], [-2.1353, 1.6423, 0.7429], [0.0768, -0.0247, 2.2382], [0.7360, -0.9839, -1.5850], [-2.3663, 1.7395, -0.1764], [0.6628, -2.0074, -1.3449], [-1.0574, -1.0202, 0.2058], [0.0983, -0.4203, -2.2216]], "forces_ev_per_a": [[1.4312, 1.0789, -0.9598], [1.2611, 1.9098, -0.5018], [-0.0100, -0.1677, 0.0491], [-0.1755, 0.1219, -0.1111], [-3.1521, -3.0248, 0.0627], [-0.0618, 0.1051, 0.7741], [1.0548, 1.2642, -0.7666], [1.7377, 0.8203, 2.6237], [0.3557, -0.3238, -0.5743], [-1.5358, -1.8277, -0.5557], [0.0703, -0.0898, 0.9962], [-0.9757, 0.1336, -1.0366]]}

Record 6
{"formula": "C8H15O14P2Pt", "method": "ωB97M-V with the def2-TZVPD basis set", "gap_ev": [9.180, 7.910], "homo_ev": [-11.495, -13.765], "e_tot_ha": -2169.112447, "multiplicity": 5, "s_squared": 6.01, "charge": 1, "elements": ["O", "H", "C", "O", "C", "H", "O", "P", "H", "O", "O", "O", "O", "O", "Pt", "H", "O", "H", "C", "C", "C", "O", "O", "H", "H", "H", "H", "O", "H", "P", "C", "C", "H", "H", "O", "H", "H", "O", "H", "C"], "coordinates": [[-1.5288, -0.3037, -4.0705], [-3.0541, 1.1594, 3.5482], [-4.6307, -0.6613, -0.0007], [0.9848, -1.0050, -1.1952], [-1.5413, -1.9313, -2.3880], [3.6535, -1.1147, 1.8913], [-3.8336, -0.0148, -0.5477], [2.2105, 0.4034, 1.7417], [-2.8840, -3.6150, -1.0141], [-1.8912, -0.1199, 1.6808], [3.2409, -1.6693, 0.0020], [0.9595, -0.4105, 1.8118], [3.1246, -0.5395, -2.2979], [2.1137, 1.8062, 2.4635], [-0.4797, -0.1457, 0.0279], [-2.2131, -3.0481, 0.6710], [-1.3083, 0.4458, -1.9873], [2.1135, 1.7994, 3.4305], [-2.4221, 1.8395, 2.9848], [2.4420, 0.8832, -0.0009], [-1.4390, -0.4767, -2.7742], [1.2137, 1.5435, -0.3899], [3.4957, -0.2530, 2.3359], [-1.6527, 2.2533, 3.6371], [0.9529, 2.2144, 0.2654], [-3.0067, 2.6711, 2.5929], [-2.4889, -2.3184, -2.7656], [-1.0528, 1.7414, 1.0054], [-0.7168, -2.4793, -2.8453], [2.4718, -0.7563, -0.8670], [-2.3930, -2.8924, -0.3797], [3.6797, 1.7134, -0.2869], [3.7222, 2.5999, 0.3460], [4.5726, 1.1160, -0.0983], [-1.4814, -2.0529, -0.9753], [3.6732, 2.0206, -1.3315], [-1.4471, 0.6417, -4.2804], [-5.4227, -1.3020, 0.5419], [4.0318, -0.8713, -2.3408], [-1.7685, 1.1287, 1.8592]], "forces_ev_per_a": [[-0.0203, 0.0041, 0.0412], [-0.0021, -0.0015, -0.0016], [0.0223, -0.0226, 0.0344], [0.1444, -0.1696, -0.0279], [0.0096, 0.0390, 0.0043], [0.0666, 0.0448, -0.0895], [-0.0794, 0.0259, -0.0873], [0.1000, 0.0430, -0.1480], [0.0206, -0.0198, 0.0032], [-0.1321, -0.0417, 0.0485], [0.0355, -0.0287, 0.0408], [-0.2384, -0.1048, 0.1172], [0.0748, 0.0549, 0.0447], [0.0528, -0.0065, 0.0299], [0.9749, 0.5664, -0.0006], [-0.0158, 0.0348, 0.0084], [-0.0501, -0.0409, -0.0506], [0.0123, 0.0122, -0.0149], [0.0009, -0.0035, 0.0159], [0.1477, 0.0025, 0.0613], [-0.0533, -0.0509, 0.0353], [-0.1874, -0.1766, 0.1202], [-0.1136, -0.1487, 0.0383], [-0.0001, 0.0033, -0.0027], [0.1030, 0.1145, -0.1157], [-0.0016, 0.0008, 0.0023], [0.0006, 0.0056, -0.0104], [-0.1096, 0.0562, -0.0716], [0.0174, 0.0103, 0.0150], [-0.2843, -0.0650, -0.1645], [0.0217, -0.0191, 0.0128], [-0.0756, 0.0979, 0.0418], [-0.0179, 0.0015, 0.0046], [0.0072, 0.0164, 0.0046], [-0.2042, 0.0195, 0.1421], [0.0150, -0.0202, -0.0060], [-0.0026, 0.0085, -0.0233], [-0.0109, 0.0034, 0.0188], [-0.0198, -0.0028, -0.0168], [-0.2083, -0.2426, -0.0541]]}

Computed ΔE to the lowest compared entry with this formula, charge and spin (kcal per mole) in order:
15.7 14.4 34.1 77.8 58.6 0.0